No. 1
A molecular structure, C13H25Cu2O7S2 at a distorted geometry. Source: the OMol25 dataset; level of theory: ωB97M-V/def2-TZVPD.

ORCA input file:
```
! RIJCOSX wB97M-V def2-TZVPD def2/J DEFGRID3
* xyz 1 1
Cu -22.8163 1.9822 3.0566
Cu -21.2059 1.2801 4.8187
C -21.6187 3.9886 4.3489
O -21.8424 2.5829 4.1719
H -21.8417 4.7129 3.5655
H -22.1625 4.4402 5.1786
H -20.5620 4.0879 4.5969
C -18.2046 5.4986 5.9388
C -19.5177 4.7906 5.8264
C -20.0999 4.4668 7.2875
S -19.3433 5.6622 8.4335
O -18.5462 4.8932 9.3450
O -20.2391 6.7493 8.8587
C -18.2534 6.5133 7.1396
H -17.7017 5.8861 5.0528
H -17.4106 4.8449 6.3000
H -19.3425 3.8653 5.2775
H -20.2544 5.3348 5.2355
H -19.7747 3.4663 7.5726
H -21.1677 4.6419 7.1562
H -17.3520 6.8965 7.6179
H -18.8615 7.3419 6.7767
C -19.7730 3.1228 1.5374
C -19.2098 4.1273 2.5962
C -18.4255 3.2811 3.7030
S -19.0918 1.5120 3.5758
O -19.7373 1.1695 4.8324
O -18.0207 0.7227 3.0577
C -20.2188 1.8238 2.2117
H -18.9386 2.8119 0.9088
H -20.3636 3.6514 0.7891
H -20.0891 4.6473 2.9764
H -18.5930 4.9007 2.1386
H -18.7813 3.7531 4.6188
H -17.3398 3.2291 3.7847
H -21.1102 2.1763 2.7306
H -20.4468 0.9099 1.6630
O -23.6789 7.9368 0.6395
C -23.6315 7.2931 1.6599
O -24.3825 7.7070 2.7014
C -24.1532 6.8778 3.8164
C -23.0323 5.9366 3.3320
C -22.9972 5.9783 1.7824
H -25.0323 6.3032 4.1081
H -23.8041 7.3594 4.7298
H -23.0542 4.8675 3.5436
H -22.0257 6.1560 3.6880
H -23.5170 5.1360 1.3257
H -22.0033 6.0188 1.3367
*
```

**Energy relative to the best compared isomer or geometry (same formula, charge and spin)**: 377.4 kJ/mol
**Molar mass**: 484.562 g/mol
**Gap between HOMO and LUMO**: 7.353 eV

natural (NBO) atomic charge list, values in e, 4 entries: number 1, Cu, carries 0.903; number 2, Cu, carries 0.912; number 3, C, carries -0.312; number 4, O, carries -1.103

No. 2
A single C16H18N2O3 molecule at a distorted geometry. Source: the OMol25 dataset; level of theory: ωB97M-V/def2-TZVPD.

ORCA input file:
```
! RIJCOSX wB97M-V def2-TZVPD def2/J DEFGRID3
* xyz 0 1
C 0.2248 -5.0364 3.4137
H 1.2598 -5.3358 3.2709
H -0.3667 -5.4490 2.5988
C 0.1108 -3.5178 3.4444
C -1.3355 -3.0654 3.6360
H -1.7295 -3.4873 4.5624
H -1.9492 -3.4403 2.8120
C -1.4599 -1.5432 3.7100
N -1.0428 -0.9069 2.4799
C 0.1103 -0.2104 2.3796
O 0.8328 0.0579 3.3105
C 0.3940 0.2445 0.9620
C -0.3896 1.1796 0.3899
C -0.2823 1.7953 -0.9131
C 0.7475 1.5179 -1.8128
C 0.7975 2.1394 -3.0488
C -0.2097 3.0404 -3.4221
C -1.2236 3.3398 -2.5173
C -1.2565 2.7328 -1.2831
H -2.0510 2.9764 -0.5937
H -1.9779 4.0504 -2.8148
O -0.2360 3.6374 -4.6490
C 0.6457 3.0528 -5.5845
C 1.9986 2.7753 -4.9319
H 2.6962 2.3261 -5.6397
O 1.8485 1.8521 -3.8768
H 2.4157 3.7170 -4.5492
H 0.7374 3.7621 -6.4081
H 0.2218 2.1095 -5.9545
H 1.5351 0.8257 -1.5670
H -1.2184 1.5408 0.9894
C 1.5090 -0.4018 0.4066
N 2.3998 -1.0199 0.0250
H -1.5413 -1.1574 1.6395
H -2.4960 -1.2592 3.9230
H -0.8123 -1.1485 4.4959
H 0.5045 -3.1078 2.5115
H 0.7205 -3.1205 4.2578
H -0.1321 -5.4659 4.3474
*
```

**Energy relative to the best compared isomer or geometry (same formula, charge and spin)**: 277.5 kJ/mol
**Molar mass**: 286.331 g/mol
**Gap between HOMO and LUMO**: 8.220 eV
**SMILES string**: CCCCNC(=O)/C(C#N)=C/c1ccc2c(c1)OCCO2

natural (NBO) atomic charge list, values in e, 4 entries: number 1, C, carries -0.599; number 2, H, carries 0.213; number 3, H, carries 0.199; number 4, C, carries -0.399

No. 3
A gas-phase ion, C4H3O2 (charge +1) at a distorted geometry. Source: the OMol25 dataset; level of theory: ωB97M-V/def2-TZVPD.

ORCA input file:
```
! RIJCOSX wB97M-V def2-TZVPD def2/J DEFGRID3
* xyz 1 1
C -0.0777 0.0074 -0.0558
C -1.1103 0.8871 0.1338
C -0.3276 -1.4989 -0.0557
C -2.3977 0.5300 0.0273
O -3.4981 0.2919 -0.0718
O -1.4320 -1.9645 0.0587
H 1.0195 0.1805 -0.1217
H -0.7852 1.8711 0.2302
H 0.4611 -2.2487 -0.0435
*
```

**Energy relative to the best compared isomer or geometry (same formula, charge and spin)**: 30.2 kJ/mol
**Molar mass**: 83.066 g/mol
**Gap between HOMO and LUMO**: 8.269 eV

natural (NBO) atomic charge list, values in e, 4 entries: number 1, C, carries 0.031; number 2, C, carries -0.472; number 3, C, carries 0.336; number 4, C, carries 0.922

No. 4
2 unconnected molecules or ions with the total composition C4H11NS at a distorted geometry. Source: the OMol25 dataset; level of theory: ωB97M-V/def2-TZVPD.

ORCA input file:
```
! RIJCOSX wB97M-V def2-TZVPD def2/J DEFGRID3
* xyz 0 1
C -1.3695 -1.2798 -1.9522
C -0.4159 -1.4652 -0.7881
S -1.4203 -1.8582 0.7338
H -0.9472 -0.4824 -2.5807
H -1.4592 -2.1377 -2.6128
H -2.3511 -0.9334 -1.6347
H 0.3183 -2.2374 -1.0134
H 0.1692 -0.5796 -0.5533
C 0.7331 1.6350 1.4657
C 0.2236 2.2454 0.3745
N 2.0155 1.1670 1.5781
H 0.1853 1.5723 2.3960
H -0.5945 2.9326 0.5296
H 0.6320 2.1016 -0.6151
H 2.7431 1.5898 1.0211
H -0.7665 -2.8876 1.2941
H 2.3041 0.6176 2.3575
*
```

**Energy relative to the best compared isomer or geometry (same formula, charge and spin)**: 122.7 kJ/mol
**Molar mass**: 105.206 g/mol
**Gap between HOMO and LUMO**: 8.935 eV
**SMILES string**: C=CN.CCS

natural (NBO) atomic charge list, values in e, 4 entries: number 1, C, carries -0.623; number 2, C, carries -0.492; number 3, S, carries -0.090; number 4, H, carries 0.209

No. 5
2 unconnected molecules or ions with the total composition C5H8O2 at a distorted geometry. Source: the OMol25 dataset; level of theory: ωB97M-V/def2-TZVPD.

ORCA input file:
```
! RIJCOSX wB97M-V def2-TZVPD def2/J DEFGRID3
* xyz 0 1
C 0.9523 0.5207 -1.1894
C 0.7871 -0.5197 -0.0782
O 0.6796 -1.8444 -0.5708
C -0.1549 -0.3231 1.0621
C -0.5989 0.8358 1.5209
C -2.3658 -0.1279 -0.5231
O -3.4514 -0.0842 -0.1762
H 1.8275 0.2710 -1.8096
H 0.1035 0.6615 -1.8734
H 1.1596 1.4807 -0.7153
H 1.1163 -1.9137 -1.4288
H -0.0946 -1.2256 1.6732
H 1.5776 -0.3804 0.6658
H -0.9507 0.9159 2.5371
H -0.5872 1.7334 0.9057
*
```

**Energy relative to the best compared isomer or geometry (same formula, charge and spin)**: 206.7 kJ/mol
**Molar mass**: 100.117 g/mol
**Gap between HOMO and LUMO**: 10.131 eV

natural (NBO) atomic charge list, values in e, 4 entries: number 1, C, carries -0.646; number 2, C, carries 0.055; number 3, O, carries -0.714; number 4, C, carries -0.166

No. 6
A single C3H10NOP3 molecule at a distorted geometry. Source: the OMol25 dataset; level of theory: ωB97M-V/def2-TZVPD.

ORCA input file:
```
! RIJCOSX wB97M-V def2-TZVPD def2/J DEFGRID3
* xyz 0 3
C 0.3983 0.2265 0.9980
C -1.3085 1.8601 0.2190
C -0.7281 1.0679 1.4421
N 0.0846 -0.9529 0.4581
O 1.5965 0.5431 1.0472
P -1.4780 -1.5187 0.1188
P 1.7033 -0.4061 -2.1198
P 1.7730 -1.5872 -0.2352
H -0.5843 1.8997 -0.5883
H -2.2844 1.3225 -0.3562
H -1.6109 2.8685 0.5866
H -1.3397 0.4597 1.9405
H -0.3103 1.8071 2.1390
H -1.2091 -1.8086 -1.2491
H -0.9729 -2.8226 0.5677
H 2.7620 -0.9354 -2.5933
H 2.4073 0.5923 -1.5255
H 1.1012 -2.6160 -0.8495
*
```

**Energy relative to the best compared isomer or geometry (same formula, charge and spin)**: 11.6 kJ/mol
**Molar mass**: 169.041 g/mol
**Gap between HOMO and LUMO (spin up / spin down)**: 5.606 / 6.665 eV
**<S²>**: 2.010

natural (NBO) atomic charge list, values in e, 4 entries: number 1, C, carries 0.675; number 2, C, carries -0.603; number 3, C, carries -0.498; number 4, N, carries -1.017

Among the records above, which one has the highest energy relative to the best compared isomer or geometry (same formula, charge and spin)?
C13H25Cu2O7S2

The lowest energy relative to the best compared isomer or geometry (same formula, charge and spin) belongs to which entry?
C3H10NOP3

What is the energy relative to the best compared isomer or geometry (same formula, charge and spin) in the third record?
30.2 kJ/mol